(1)
A molecular structure, C30H42CsN4O3P in a non-equilibrium geometry, computed with ωB97M-V with the def2-TZVPD basis set.

```
81
Properties=species:S:1:pos:R:3:lowdin_charge:R:1
Cs -1.081 -0.380 0.580 1.181
C -1.551 2.361 -2.513 -0.228
H -0.860 0.926 -4.584 0.114
H -5.073 -1.057 5.836 0.116
H 0.431 -0.938 -3.772 0.113
H 2.616 -1.095 2.637 0.029
H 0.090 4.474 0.135 0.113
H -0.028 3.181 -3.571 0.114
H 1.634 -1.443 -1.315 0.098
C 1.595 -3.932 2.895 -0.392
H -1.822 1.346 -2.202 0.095
C -0.456 -2.583 4.308 -0.392
C -2.177 -3.854 5.422 -0.090
O -3.922 -1.041 3.459 0.066
C -2.840 0.926 4.228 -0.077
C 3.806 0.921 -0.282 -0.229
C 1.844 -1.163 3.406 -0.264
C 3.163 -6.236 2.840 -0.091
H 1.647 -4.149 5.031 0.110
C 2.002 2.493 0.224 -0.246
H -1.606 -0.937 7.035 0.107
P 0.625 -2.389 2.865 0.928
H -2.319 2.664 -3.247 0.118
C 3.276 -0.462 -0.669 -0.223
H -2.791 -4.745 5.474 0.101
C -2.112 1.023 2.911 -0.739
H 4.002 -0.894 -1.382 0.113
H -3.018 2.413 7.274 0.098
N 3.018 1.586 0.739 -0.057
H 1.349 -0.194 3.457 0.022
H 1.978 1.242 -2.390 0.095
N -0.222 2.313 -3.090 -0.065
H 1.503 3.599 2.045 0.115
H -3.011 -2.972 7.192 0.104
H -2.710 3.403 -1.063 0.120
H -1.241 4.252 -1.503 0.113
H -0.270 -0.196 -2.351 0.048
H -4.639 0.576 7.636 0.102
C 2.797 -5.618 1.658 -0.091
H 3.925 1.540 -1.185 0.110
N -0.922 2.691 -0.152 -0.110
N 1.928 -0.476 -1.224 -0.092
C -2.578 1.814 5.260 -0.019
H 0.821 1.446 -4.663 0.120
H -0.001 -0.683 5.210 0.099
H 3.031 -6.184 4.983 0.103
H -4.395 -1.792 3.827 0.103
C 1.972 -4.560 4.082 -0.087
C 2.748 -5.705 4.055 -0.081
C -3.734 -0.119 4.452 -0.268
C -1.271 -3.710 4.385 -0.110
H 3.626 2.081 1.379 0.109
C 0.456 -0.037 -3.152 -0.181
C 2.012 -4.475 1.688 -0.113
O -2.755 1.262 1.864 -0.203
H -1.587 2.139 0.394 0.000
C -0.209 3.602 0.727 -0.216
H 2.622 -0.176 -3.217 0.124
H 2.310 -1.408 4.363 0.055
H 2.446 3.360 -0.299 0.125
C 1.831 0.170 -2.527 -0.248
C -3.223 1.704 6.484 -0.097
C 1.033 2.934 1.313 -0.176
H 3.277 -1.093 0.223 0.101
C 0.019 1.179 -3.970 -0.235
H 3.770 -7.132 2.819 0.101
H 0.770 2.026 1.854 0.076
H -0.839 3.975 1.547 0.120
H 1.412 1.947 -0.512 0.078
O -0.881 0.765 2.911 -0.266
H 3.114 -6.028 0.708 0.101
H -1.853 2.598 5.090 0.121
C -4.129 0.677 6.687 -0.101
C -0.584 -1.590 5.277 -0.078
C -1.501 -1.731 6.306 -0.081
H -1.195 -4.491 3.636 0.108
C -2.296 -2.863 6.387 -0.095
H 1.718 -4.004 0.756 0.090
C -4.381 -0.236 5.677 -0.041
C -1.640 3.258 -1.281 -0.208
H 4.814 0.757 0.107 0.115
```

The calculation puts the total energy at -53732.3057 eV. As for the lowest unoccupied orbital energy: 0.002 hartree.


(2)
A molecular structure, C18H28NORu in a non-equilibrium geometry, computed with ωB97M-V with the def2-TZVPD basis set.

```
49
Properties=species:S:1:pos:R:3:lowdin_charge:R:1
H -1.862 2.310 -0.464 0.118
H -2.473 -1.156 -2.534 0.105
H -4.609 -0.409 0.384 0.065
H 5.268 -2.006 -0.293 0.091
C -0.081 1.496 0.717 -0.160
C 0.511 0.214 -1.672 -0.149
H 0.778 2.000 0.259 0.103
C 3.260 0.282 0.851 -0.476
H -0.573 -2.974 -1.915 0.109
C 3.330 1.652 1.438 0.019
H -1.977 -2.224 2.079 0.081
H 3.040 2.395 0.668 0.103
H 1.756 -1.646 -1.500 0.086
C -3.150 -2.010 0.337 -0.444
H 3.728 -1.518 -1.071 0.080
C -0.869 0.385 -2.084 -0.235
O 2.190 -0.359 0.656 -0.052
C 4.262 -1.622 -0.121 -0.031
H 6.449 -0.533 0.372 0.081
H -3.378 -4.137 -0.098 0.107
H 0.804 0.561 2.558 0.101
C -2.763 -3.262 -0.374 -0.103
H 5.902 1.156 0.152 0.108
H -2.855 -3.151 -1.462 0.075
H -1.357 1.301 -2.392 0.120
H -1.730 -3.516 -0.103 0.079
H 5.941 0.409 1.794 0.105
C -2.282 0.891 1.234 -0.183
C -1.471 1.657 0.307 -0.223
H 3.695 -2.297 0.524 0.101
H -3.468 -1.247 2.319 0.071
H 1.238 1.014 -1.546 0.117
H -3.551 -3.014 2.247 0.109
C -0.073 0.759 1.949 -0.085
H 4.336 1.871 1.806 0.074
C -1.464 -0.941 -2.198 -0.207
H -3.364 0.828 1.201 0.098
H -4.081 -0.905 -1.249 0.065
H 2.590 1.723 2.257 0.087
H -1.729 -0.254 3.085 0.109
C -4.318 -1.266 -0.238 -0.080
Ru -1.107 -0.288 -0.209 1.347
C -1.394 0.342 2.233 -0.107
H -5.226 -1.889 -0.349 0.107
C 0.789 -1.192 -1.665 -0.072
N 4.405 -0.333 0.518 -0.150
C 5.736 0.207 0.716 -0.045
C -3.045 -2.127 1.818 -0.104
C -0.429 -1.896 -1.891 -0.111
```

Its spin multiplicity is 5. As for the net charge: +1. The calculation puts the total energy at -25228.1816 eV. As for the lowest unoccupied orbital energy (alpha / beta): -0.126 / -0.178 hartree.


(3)
CF2NPS in the gas phase in a non-equilibrium geometry, computed with ωB97M-V with the def2-TZVPD basis set.

```
6
Properties=species:S:1:pos:R:3:lowdin_charge:R:1
N 1.747 1.303 -0.109 0.106
F -3.085 0.635 -0.435 -0.555
S -1.795 0.123 0.496 0.638
P -0.092 -0.914 -0.706 0.730
C 1.058 0.410 -0.319 -0.515
F 0.008 -1.898 0.593 -0.404
```

The calculation puts the total energy at -28084.8489 eV. As for the lowest unoccupied orbital energy: -0.049 hartree.


(4)
7 unconnected molecules or ions with the total composition C20H56N5O11 in a non-equilibrium geometry, computed with ωB97M-V with the def2-TZVPD basis set.

```
92
Properties=species:S:1:pos:R:3:lowdin_charge:R:1
C -3.835 -0.702 -1.464 -0.049
C 1.892 -0.033 5.636 -0.215
H 0.718 -1.690 7.180 0.085
H 1.237 0.868 2.578 0.051
C -2.447 0.926 3.868 -0.283
H 3.161 -1.677 3.777 0.074
C 1.610 -0.135 4.139 -0.468
H 1.316 -2.070 -3.512 0.061
H -5.933 -4.715 0.226 0.078
C -3.292 -2.117 -1.407 -0.435
H 0.068 3.174 -0.074 0.018
H -4.287 -4.819 -0.015 0.094
H 2.734 -0.899 -1.988 0.132
C 6.289 -0.113 -3.563 -0.073
H 6.491 0.681 -4.281 0.078
O -0.298 -0.205 1.155 -0.017
N 1.526 0.461 -3.016 0.037
C -0.393 -3.511 0.721 -0.274
O -0.868 1.742 0.704 -0.041
H -2.099 -1.787 -2.927 0.105
H -2.444 2.668 5.719 0.062
H 3.620 0.054 3.415 0.079
N -1.973 -2.126 -1.984 0.063
C 0.544 -3.501 -0.481 -0.294
H 0.226 4.712 -0.301 0.063
C 0.626 4.846 -2.920 -0.217
H 1.971 1.283 -2.633 0.053
H 0.971 0.308 6.109 0.118
H 1.845 -1.208 -4.980 0.076
O -2.152 2.172 3.307 -0.074
H -1.658 1.954 2.514 0.032
H -4.216 1.697 4.548 0.108
H -3.172 -2.369 -0.353 0.115
H -4.710 -0.529 -0.836 0.078
H 0.779 -0.805 3.919 0.124
C 1.470 -2.080 6.494 -0.118
H -1.869 4.910 -2.018 0.069
H 6.382 0.330 -2.572 0.075
O -0.428 0.309 -0.918 -0.037
C -4.258 -3.139 -1.991 -0.209
H -1.375 -1.570 -1.389 0.056
H -4.990 -3.362 0.761 0.086
H 7.080 -0.857 -3.653 0.078
C -1.563 3.865 -1.957 -0.065
H -0.692 -3.437 -1.821 0.008
H 2.487 -0.881 2.381 0.069
H 4.254 0.898 -2.648 0.110
H 1.483 -3.990 -0.222 0.121
C -5.089 -4.082 -0.051 -0.128
C -0.057 3.814 -1.981 -0.444
H -2.136 3.457 -1.125 0.071
H 0.162 2.829 -2.392 0.110
H 1.665 4.560 -2.752 0.112
H -1.458 0.621 4.210 0.109
C 2.840 -0.707 3.397 -0.048
C 2.160 -1.592 -4.010 -0.061
O -2.795 1.879 6.137 -0.089
N -0.579 0.601 0.286 -0.535
H 0.905 -2.489 -0.666 0.101
H -4.624 -2.811 -2.964 0.121
H 0.121 -1.937 1.648 0.023
H 0.645 5.083 -6.067 0.082
H -3.676 -3.987 -2.352 0.121
O 0.174 -2.881 1.810 -0.069
H 1.895 4.243 -5.329 0.087
N 0.565 3.831 -0.659 0.050
H 2.900 -2.378 -4.162 0.067
H 0.852 0.189 -2.314 0.020
C 3.932 0.222 -3.440 -0.228
H -0.557 -4.579 0.862 0.119
H 0.974 -2.373 5.569 0.088
H -1.395 -3.101 0.600 0.101
H 1.680 6.033 -5.034 0.087
H 0.565 5.872 -2.556 0.121
H -2.896 0.235 3.154 0.120
C 1.201 5.059 -5.129 -0.138
O 0.152 4.791 -4.242 -0.162
H 2.224 1.718 3.545 0.076
H -3.856 0.162 5.305 0.111
H -1.978 3.444 -2.873 0.076
H -3.127 -0.017 -0.998 0.064
C -3.419 1.117 5.013 -0.197
O -5.444 -3.419 -1.252 -0.152
O -0.042 -4.099 -1.576 -0.075
N 1.404 1.129 3.540 0.048
H 2.557 0.819 5.778 0.122
H 3.758 0.838 -4.323 0.123
O 2.510 -1.163 6.235 -0.173
H -4.055 -0.293 -2.450 0.084
C 2.619 -0.524 -3.005 -0.397
H 1.956 -2.916 6.998 0.087
O 4.943 -0.729 -3.604 -0.191
```

As for the net charge: -1. The calculation puts the total energy at -51615.8070 eV. As for the lowest unoccupied orbital energy: 0.096 hartree.


(5)
12 unconnected molecules or ions with the total composition C24H72N4O12 in a non-equilibrium geometry, computed with ωB97M-V with the def2-TZVPD basis set.

```
112
Properties=species:S:1:pos:R:3:lowdin_charge:R:1
H -2.589 -3.121 0.779 0.065
H -5.216 1.053 4.513 0.093
H -0.496 -4.853 3.279 0.091
H 1.684 2.096 -4.675 0.070
C -3.569 1.299 3.226 -0.490
C 0.439 1.605 4.578 -0.044
H -4.726 -0.732 -3.616 0.085
H -1.451 -0.429 -4.567 0.070
H -4.354 0.615 1.252 0.086
H -3.053 3.191 -3.698 0.087
C -3.238 3.236 -2.626 -0.052
O -2.844 -1.679 -3.879 -0.141
C 0.052 1.103 0.008 -0.468
H -1.310 4.964 3.150 0.089
H -2.913 2.152 2.859 0.131
O -3.218 4.542 -0.607 -0.060
C 5.272 -3.231 0.263 -0.080
H -4.132 4.187 -0.735 0.118
H -0.694 -3.548 4.419 0.076
H 6.476 -3.832 1.836 0.126
H -4.304 3.121 -2.456 0.073
C 5.580 -4.182 1.361 -0.528
H 1.790 2.077 -2.053 0.090
H 2.797 0.004 4.708 0.097
H -0.643 -1.989 -1.438 0.029
H 1.551 -0.094 -1.106 0.076
H 0.314 2.005 -0.627 0.121
N 2.549 2.772 -1.811 0.166
H 1.004 1.949 5.426 0.092
C -1.287 0.508 -0.354 -0.036
H -1.486 -0.406 0.190 0.073
H -0.881 3.663 -1.658 0.060
H 5.049 -2.208 0.463 0.069
H 4.480 4.102 -1.454 0.098
H -2.041 1.173 0.067 0.069
H -0.385 -5.755 -0.678 0.080
O 0.413 -3.141 2.686 -0.132
H -4.676 2.741 4.351 0.081
H -4.676 -0.372 2.678 0.092
O 0.027 1.515 1.371 -0.085
C -2.325 -3.912 0.066 -0.044
H 4.697 -4.877 3.232 0.088
C 2.041 -0.128 3.910 -0.048
H -3.017 -0.456 2.004 0.059
H -2.398 -2.034 -3.127 0.012
H 4.962 -0.161 -3.487 0.074
C 3.057 3.529 -2.799 -0.723
H -2.677 2.371 -2.197 0.076
C -0.705 -5.020 -1.416 -0.054
C 0.601 0.174 4.263 -0.473
H 2.102 -1.182 3.645 0.064
H -4.737 -2.419 -4.230 0.070
H -0.604 1.726 4.754 0.061
H -1.408 5.822 1.519 0.106
H 4.583 4.789 -3.049 0.120
H 3.242 -0.637 -3.170 0.063
H 3.242 2.343 -1.228 0.093
N 4.289 4.006 -2.445 0.133
H 0.047 4.794 1.931 0.064
H -3.218 5.358 -2.510 0.130
O 2.578 3.722 -3.874 0.053
H -0.213 -3.412 -0.165 0.127
H 0.943 -0.864 0.410 0.087
C 4.398 -4.306 2.319 -0.045
H 6.259 -5.935 1.478 0.080
C 4.187 -0.903 -3.662 -0.134
H 1.733 0.628 -5.563 0.103
O -1.650 3.712 1.583 -0.195
C -1.008 4.904 2.081 -0.109
H 0.254 -2.198 2.726 0.018
H 3.533 -4.688 1.778 0.083
H 0.603 2.256 3.725 0.081
H 4.126 -3.291 2.653 0.076
O -0.219 1.375 -3.213 -0.005
N 1.197 1.247 -4.972 0.169
O 4.581 -2.208 -3.159 -0.139
H -2.285 -4.813 0.634 0.070
H -5.627 2.043 3.079 0.055
H 4.040 -1.044 -4.739 0.071
H -1.463 0.530 -1.433 0.066
C -0.659 -3.752 3.341 -0.177
C -2.781 4.534 -1.956 -0.482
C -4.884 1.821 3.791 -0.063
O -1.253 -2.618 -1.697 -0.030
H -0.166 0.288 2.445 0.051
H 0.136 -4.969 -2.116 0.085
C 1.163 0.104 -0.088 -0.051
H 2.043 0.508 0.483 0.090
H -2.112 3.952 0.735 0.058
H -0.747 5.375 -1.531 0.088
C -1.067 -3.690 -0.779 -0.448
H 6.089 -3.286 -0.486 0.087
H -1.612 -3.435 2.937 0.060
H 2.320 0.380 3.015 0.060
C -3.863 0.227 2.174 -0.061
C -1.263 4.590 -2.127 -0.046
C -4.232 -1.736 -3.552 -0.136
O -2.912 0.751 4.369 -0.068
N -0.483 -0.251 -4.772 0.182
H -0.261 -0.534 -5.683 0.083
C 0.134 0.837 -4.270 -0.663
H -1.985 0.582 4.173 0.031
H -1.535 -5.541 -1.855 0.072
H 5.538 -2.263 -3.222 0.067
H -0.692 2.145 1.529 0.056
H -3.162 -3.841 -0.632 0.080
H -0.935 4.572 -3.172 0.092
H 4.458 -3.464 -0.414 0.075
O -0.303 -0.298 3.238 -0.093
O 5.978 -5.388 0.750 -0.036
H -4.390 -2.070 -2.508 0.081
H 0.401 -0.473 5.105 0.141
```

The calculation puts the total energy at -56585.9446 eV. As for the lowest unoccupied orbital energy: 0.015 hartree.


(6)
C7H14N2 in the gas phase in a non-equilibrium geometry, computed with ωB97M-V with the def2-TZVPD basis set.

```
23
Properties=species:S:1:pos:R:3:lowdin_charge:R:1
H -3.160 -0.975 0.414 0.087
H 2.141 -1.690 0.635 0.130
H -0.216 2.256 1.078 0.103
H 1.985 1.712 0.308 0.111
H 2.190 0.478 1.502 0.119
C -0.755 0.584 -0.019 -0.472
H -0.059 0.925 2.293 0.129
H -2.333 -2.423 0.132 0.061
C 1.450 0.804 0.699 -0.138
C -0.071 -0.664 -0.211 -0.247
C 1.390 -0.217 -0.590 -0.275
H 1.455 0.192 -1.551 0.114
H -0.944 1.221 -1.962 0.059
C -2.186 -1.461 0.508 -0.082
C -1.000 1.600 -1.008 -0.056
N 2.490 -1.171 -0.300 -0.016
H 0.089 -1.099 0.773 0.113
N -1.491 -0.655 -0.493 -0.002
H -1.770 -1.343 1.532 0.099
H 2.600 -1.834 -1.093 0.071
H -1.980 2.194 -0.795 0.139
C 0.034 1.172 1.183 -0.121
H -0.164 2.259 -1.093 0.074
```

The calculation puts the total energy at -10460.9624 eV. As for the lowest unoccupied orbital energy: 0.038 hartree.